{"formula": "C37H87F3N9O9PbS", "method": "the ωB97M-V functional and the def2-TZVPD basis", "total_energy_ha": -3522.13500, "largest_force_ha_per_bohr": 0.0730, "multiplicity": 2, "homo_lumo_gap_ev": [7.836, 3.366], "total_charge": 2, "species": ["Pb", "C", "F", "F", "F", "S", "O", "O", "O", "C", "C", "N", "C", "C", "C", "C", "H", "H", "H", "H", "H", "H", "H", "H", "H", "H", "H", "H", "H", "H", "H", "C", "C", "N", "C", "C", "C", "C", "H", "H", "H", "H", "H", "H", "H", "H", "H", "H", "H", "H", "H", "H", "H", "C", "C", "N", "C", "C", "C", "C", "H", "H", "H", "H", "H", "H", "H", "H", "H", "H", "H", "H", "H", "H", "H", "C", "C", "O", "N", "C", "H", "H", "H", "H", "H", "H", "H", "C", "C", "O", "N", "C", "H", "H", "H", "H", "H", "H", "H", "C", "C", "O", "N", "C", "H", "H", "H", "H", "H", "H", "H", "C", "C", "O", "N", "C", "H", "H", "H", "H", "H", "H", "H", "C", "C", "O", "N", "C", "H", "H", "H", "H", "H", "H", "H", "C", "C", "O", "N", "C", "H", "H", "H", "H", "H", "H", "H"], "xyz": [[4.475333, -2.166913, 0.496281], [-0.184427, -0.009503, 0.383431], [-0.702657, -0.694843, 1.381381], [-1.170017, 0.563997, -0.283339], [0.627623, 0.983787, 0.904261], [0.998683, -1.048323, -0.759889], [1.284863, -0.138123, -1.894989], [2.174943, -1.368733, 0.053261], [0.301333, -2.271053, -1.155739], [0.678533, 4.798137, 0.171441], [-0.676377, 5.495277, -0.091039], [-1.483917, 4.970577, -1.196329], [-2.731847, 5.674937, -1.392539], [-3.818937, 5.280587, -0.384599], [-1.555927, 3.470397, -1.178749], [-2.190817, 2.891877, -2.445199], [1.371253, 4.743177, -0.668329], [0.552103, 3.757917, 0.471551], [1.187363, 5.340797, 0.968131], [-1.355557, 5.530357, 0.760781], [-0.368857, 6.534157, -0.210439], [-2.634527, 6.759507, -1.344189], [-2.993437, 5.401517, -2.414749], [-3.591047, 5.550037, 0.646701], [-4.777677, 5.718917, -0.661699], [-3.987927, 4.204757, -0.430799], [-1.839877, 2.982777, -0.246169], [-0.530577, 3.134207, -1.332819], [-1.653057, 3.316217, -3.293049], [-3.265157, 3.073787, -2.473799], [-2.070937, 1.808547, -2.456059], [-1.444767, -4.527473, 1.112901], [-2.300547, -3.348183, 1.601481], [-3.734107, -3.749133, 1.722031], [-4.578987, -2.558113, 1.656161], [-4.387717, -1.697623, 0.436011], [-3.896987, -4.396673, 3.022341], [-5.167737, -5.240093, 3.099881], [-1.834467, -4.906423, 0.168111], [-1.481437, -5.372223, 1.800771], [-0.447527, -4.098713, 1.014031], [-1.962947, -2.914413, 2.542741], [-2.112447, -2.560203, 0.872231], [-5.610227, -2.900333, 1.569371], [-4.460237, -1.994993, 2.581851], [-5.148347, -0.917193, 0.414271], [-3.470437, -1.128823, 0.588191], [-4.368487, -2.242133, -0.508049], [-3.906247, -3.655443, 3.821451], [-3.011697, -4.998753, 3.226961], [-6.045577, -4.598563, 3.022941], [-5.295047, -5.763243, 4.047621], [-5.163307, -6.000533, 2.318981], [-0.901927, 4.127737, 3.674131], [-0.761537, 2.646517, 3.845131], [-2.064647, 1.965967, 3.910091], [-1.812387, 0.568687, 4.343721], [-1.416207, 0.486477, 5.833121], [-2.770747, 1.965167, 2.620661], [-4.268247, 1.521667, 2.779261], [-1.500767, 4.593517, 4.456791], [-1.319587, 4.430657, 2.713971], [0.046113, 4.664077, 3.714781], [-0.233287, 2.281177, 2.964451], [-0.145747, 2.445327, 4.721731], [-2.724447, -0.020073, 4.245651], [-1.072037, 0.054677, 3.730701], [-1.424197, -0.521173, 6.248651], [-0.376487, 0.729037, 6.052781], [-2.116967, 1.083757, 6.416461], [-2.274857, 1.311197, 1.903351], [-2.781757, 2.949047, 2.151671], [-4.766977, 1.899367, 3.671851], [-4.445387, 0.447617, 2.723111], [-4.767877, 1.980967, 1.926321], [0.527053, 6.956557, -3.474579], [1.389493, 5.718247, -3.645489], [2.503763, 5.844607, -4.153769], [0.806693, 4.588347, -3.234979], [1.467053, 3.295647, -3.301529], [0.705683, 7.598957, -4.336849], [0.825093, 7.462517, -2.556269], [-0.523297, 6.697707, -3.340919], [-0.109947, 4.568567, -2.811339], [2.538683, 3.440717, -3.164909], [1.417833, 2.792647, -4.267279], [1.080993, 2.647657, -2.514659], [3.434563, -6.531813, -0.525989], [2.861763, -5.168773, -0.813429], [3.522803, -4.141453, -0.655979], [1.558963, -4.996293, -1.149969], [0.492953, -5.975243, -1.190869], [3.029153, -7.409403, -1.029559], [3.436443, -6.741083, 0.543731], [4.460833, -6.507333, -0.892399], [1.210573, -4.051083, -1.222709], [0.841663, -6.947873, -1.538019], [-0.260947, -5.666283, -1.914939], [0.036213, -6.194703, -0.225819], [5.799123, -1.168463, -3.793099], [4.537793, -1.161433, -2.957219], [4.406263, -1.761813, -1.893529], [3.477103, -0.426483, -3.383389], [3.362493, 0.368137, -4.571859], [6.388143, -0.251353, -3.801289], [5.562353, -1.489733, -4.807409], [6.371743, -1.990483, -3.363559], [2.707523, -0.415843, -2.729369], [4.171493, 0.207417, -5.284449], [3.441293, 1.430037, -4.338949], [2.403143, 0.195887, -5.059799], [3.709513, 2.023217, -0.874709], [4.757673, 1.529667, 0.069231], [4.761343, 0.443107, 0.668391], [5.810993, 2.341207, 0.333151], [6.053843, 3.697627, -0.162769], [3.882813, 1.536607, -1.834539], [3.591013, 3.106617, -0.892519], [2.758813, 1.661367, -0.483129], [6.472673, 1.962027, 0.995331], [5.748163, 4.476537, 0.535771], [5.485633, 3.958047, -1.055749], [7.086443, 3.949527, -0.404409], [-0.036127, -1.883573, -4.655999], [-1.311537, -2.576033, -4.438919], [-2.129847, -2.625053, -5.310069], [-1.426567, -3.114043, -3.212309], [-2.650747, -3.886573, -2.832939], [0.498923, -2.284133, -5.517019], [0.681233, -1.874783, -3.835379], [-0.156737, -0.826173, -4.891479], [-0.765167, -2.849913, -2.496159], [-2.340117, -4.913603, -3.024829], [-3.517267, -3.669923, -3.457689], [-2.914747, -3.720063, -1.788589], [1.351033, -1.352973, 4.003421], [1.917243, -2.585913, 3.315791], [2.916983, -2.431593, 2.615091], [1.319453, -3.758023, 3.497701], [1.898233, -4.914963, 2.857861], [1.859023, -1.144423, 4.944991], [0.290883, -1.552123, 4.160051], [1.411663, -0.417263, 3.447651], [0.672743, -3.791383, 4.272781], [2.912413, -5.057193, 3.231071], [1.870383, -4.819103, 1.772441], [1.307913, -5.784283, 3.147531]], "forces_ev_per_a": [[-1.19, 0.25, -0.51], [1.95, 0.13, 0.03], [0.33, -0.16, -0.10], [0.04, 0.04, -0.40], [-0.92, -0.78, -0.48], [0.38, -0.50, -1.58], [-1.11, -0.53, 2.14], [-0.64, 0.77, 0.28], [0.01, 1.21, 0.88], [-0.59, -0.75, 0.42], [2.21, 0.30, -0.65], [-0.84, -0.93, 3.54], [-0.30, 0.47, -1.06], [-0.32, -1.01, -0.09], [1.44, -0.35, -2.39], [-0.71, 0.25, 0.68], [-0.36, 0.50, -0.34], [-0.03, 0.04, 0.39], [-0.13, -0.07, 0.06], [-0.05, -0.38, 0.32], [-0.71, 0.30, -0.69], [0.66, -0.09, -0.08], [-0.62, 0.12, -0.02], [0.16, 0.15, -0.13], [0.23, 0.30, -0.11], [0.02, -0.08, 0.15], [-0.50, 0.78, 0.39], [0.33, 0.26, 0.61], [-0.42, -0.13, -0.28], [0.04, 0.13, -0.39], [0.19, 0.07, 0.06], [-0.49, 0.65, 0.65], [-0.60, -0.95, -0.66], [1.37, 0.93, -0.24], [-0.93, -0.98, -0.54], [0.66, 0.97, 0.40], [-0.33, -0.60, 0.04], [0.05, 0.05, 0.07], [0.11, 0.30, -0.09], [0.32, 0.04, 0.13], [0.32, -0.55, -0.18], [0.33, -0.10, 0.48], [-0.62, -0.10, -0.10], [-0.12, -0.13, 0.56], [-0.11, 0.47, 0.21], [-0.31, -0.22, -0.14], [0.28, 0.04, -0.54], [-0.01, -0.03, 0.13], [-0.05, 0.42, 0.27], [-0.08, -0.25, -0.15], [-0.05, -0.11, -0.30], [0.34, 0.07, 0.13], [-0.15, 0.16, -0.11], [0.05, 1.33, 0.21], [-0.50, 0.10, -0.66], [0.68, -0.68, 0.16], [-0.45, 0.05, 1.02], [0.18, -0.24, -0.11], [-1.03, -0.47, 1.04], [0.61, 0.47, -0.70], [-0.22, -0.19, 0.01], [-0.30, -0.20, -0.10], [0.33, -0.29, 0.07], [0.53, -0.36, -0.20], [-0.31, -0.17, 0.02], [-0.19, 0.20, -0.16], [0.25, 0.17, -0.32], [-0.59, -0.32, -0.37], [-0.03, 0.76, -0.18], [0.27, 0.10, 0.08], [0.15, -0.33, -0.23], [0.14, 0.27, 0.39], [0.40, 0.12, 0.09], [0.25, 0.01, 0.01], [-0.37, -0.21, -0.07], [0.07, -0.33, 0.32], [0.78, 2.43, -1.07], [-1.08, -1.17, 0.85], [0.02, -2.04, 0.25], [0.68, 0.12, -0.03], [-0.23, 0.04, 0.22], [0.23, 0.22, -0.09], [-0.18, 0.13, -0.33], [0.36, 0.59, -0.54], [0.01, 0.11, 0.30], [-0.57, 0.10, -0.09], [0.08, -0.16, -0.11], [0.61, -0.24, -0.68], [-2.52, -0.14, 0.14], [1.47, 0.76, 0.45], [0.36, -0.82, 0.29], [0.15, -1.21, -0.39], [-0.63, 0.38, -0.02], [0.01, 0.21, 0.03], [0.17, 0.15, 0.36], [0.48, 0.37, 0.07], [0.26, 0.10, -0.17], [-0.01, 0.17, 0.21], [-0.01, 0.43, 0.07], [-0.23, -1.38, 0.43], [-1.15, 2.28, -1.61], [0.70, -0.79, 1.31], [1.71, -0.97, 0.13], [0.24, 0.57, -0.43], [-0.30, 0.04, 0.10], [0.01, 0.29, -0.10], [0.39, 0.23, -0.07], [-0.31, 0.00, -0.08], [-0.13, -0.39, 0.08], [-0.16, 0.17, 0.12], [0.07, -0.09, -0.03], [-0.75, -0.54, 0.71], [1.70, 0.97, 0.97], [-0.68, -0.79, -0.53], [-0.16, 0.62, -0.72], [-0.40, 0.88, -0.14], [-0.12, 0.39, -0.18], [0.51, -0.15, -0.37], [-0.02, -0.32, -0.17], [-0.04, 0.00, -0.03], [-0.06, -0.23, 0.48], [0.04, -0.59, -0.11], [0.14, -0.73, 0.11], [2.24, 1.24, -0.40], [0.70, 0.22, 0.85], [-1.50, -0.39, -1.11], [-1.79, -0.46, 0.72], [1.38, 0.07, -0.43], [-0.22, -0.25, -0.09], [-0.19, -0.35, 0.27], [-0.50, 0.05, -0.11], [-0.23, -0.09, -0.21], [-0.67, -0.32, 0.37], [0.34, 0.28, -0.12], [0.19, -0.09, -0.02], [-0.77, -0.54, 0.24], [0.32, 2.10, 0.19], [0.85, -0.58, -0.89], [0.05, 0.66, 0.02], [-0.33, -0.78, 0.62], [-0.06, -0.33, 0.13], [-0.04, 0.22, 0.47], [0.29, -0.41, -0.51], [-0.10, -0.46, -0.31], [0.11, -0.08, -0.29], [0.09, 0.12, 0.08], [0.05, 0.00, -0.12]]}